(1)
Here is C4H5N in the gas phase in a non-equilibrium geometry from OMol25. Energies are from the ωB97M-V functional and the def2-TZVPD basis.

Computed properties:
Energy above the lowest of the compared OMol25 structures with the same formula, charge and spin   43.9 kJ/mol
SMILES string   c1cc[nH]c1
Net charge   0
Electronic energy   -5718.391 eV

Element x y z (Å)
C1 0.175 1.162 -0.019
C2 1.213 0.118 -0.052
C3 0.503 -1.020 -0.069
N1 -0.831 -0.800 0.035
C4 -1.036 0.603 -0.030
H1 0.448 2.151 0.078
H2 2.307 0.261 0.149
H3 0.826 -2.013 0.029
H4 -1.556 -1.539 -0.016
H5 -2.049 1.077 -0.106

(2)
Here is C4H5N in the gas phase in a non-equilibrium geometry from OMol25. Energies are from the ωB97M-V functional and the def2-TZVPD basis.

Computed properties:
Energy above the lowest of the compared OMol25 structures with the same formula, charge and spin   438.8 kJ/mol
SMILES string   C#C[C@H]1CN1
Net charge   0
Electronic energy   -5714.299 eV

Element x y z (Å)
C1 -0.371 2.232 -0.607
C2 0.083 1.234 -0.101
C3 0.621 0.031 0.479
C4 -0.239 -1.295 0.362
N1 0.960 -1.086 -0.397
H1 -0.773 3.124 -1.040
H2 0.435 -0.232 1.514
H3 -1.233 -1.106 0.003
H4 -0.122 -2.086 1.115
H5 0.639 -0.816 -1.327

Number 1: HOMO -8.52 eV. Number 2: HOMO -8.61 eV.